C12H7F5MoO2S8Sb as an isolated structure. Source: the Open Molecules 2025 dataset; level of theory: the ωB97M-V functional and the def2-TZVPD basis.

Values from the calculation:
- Kohn-Sham gap (spin up / spin down): 0.2219 / 0.1812 Eh
- ΔE to the lowest compared entry with this formula, charge and spin: 19.58 kcal/mol
- ⟨S²⟩: 0.9900

```
! wB97M-V def2-TZVPD RIJCOSX def2/J DEFGRID3
* xyz 0 2
Mo -0.978 1.226 0.002
S -4.929 1.782 2.017
Sb -3.997 3.111 0.438
S -1.590 3.051 1.231
S -2.978 1.353 -1.120
S 5.467 4.502 -1.983
C 4.061 3.818 -1.516
S 3.876 2.937 -0.016
C 2.186 2.553 -0.207
C 1.584 2.999 -1.366
S -0.059 2.733 -1.766
S 2.587 3.916 -2.456
S 1.387 1.695 1.027
C -1.047 -1.898 2.614
C -0.770 -0.393 2.604
C -1.653 0.366 3.598
O -0.984 0.135 1.348
H -0.853 -2.299 3.604
H -0.403 -2.403 1.893
H -2.091 -2.076 2.357
H 0.301 -0.212 2.833
H -2.704 0.153 3.398
H -1.483 1.437 3.484
H -1.413 0.089 4.620
F 1.573 -4.748 -3.110
C 1.074 -3.585 -2.691
C 1.831 -2.768 -1.853
F 3.066 -3.122 -1.507
C 1.281 -1.589 -1.383
F 1.973 -0.767 -0.572
C -0.016 -1.173 -1.729
O -0.491 -0.076 -1.216
C -0.738 -1.989 -2.619
F -1.963 -1.603 -2.984
C -0.202 -3.185 -3.082
F -0.905 -3.971 -3.894
*
```

---

C12H8F6N3NiO6S4 as an isolated structure. Source: the Open Molecules 2025 dataset; level of theory: the ωB97M-V functional and the def2-TZVPD basis.

Values from the calculation:
- Kohn-Sham gap (spin up / spin down): 0.2523 / 0.2425 Eh
- ΔE to the lowest compared entry with this formula, charge and spin: 81.21 kcal/mol
- ⟨S²⟩: 2.0081

```
! wB97M-V def2-TZVPD RIJCOSX def2/J DEFGRID3
* xyz -1 3
Ni 0.761 -0.343 0.692
O 1.429 1.550 1.148
N 0.562 2.273 1.785
C 0.372 3.548 1.413
C -0.425 4.396 2.142
C -1.035 3.920 3.305
C -0.877 2.599 3.647
C -0.122 1.737 2.844
S -0.032 0.053 3.082
H 0.898 3.838 0.516
H -0.545 5.417 1.822
H -1.625 4.578 3.923
H -1.326 2.179 4.531
F 4.024 -3.926 1.164
C 2.722 -3.950 1.476
F 2.205 -5.061 0.937
F 2.644 -4.078 2.807
S 1.877 -2.380 0.872
O 2.570 -1.366 1.608
O 0.480 -2.563 1.150
N 2.244 -2.492 -0.650
S 1.523 -1.333 -1.430
O 2.026 -0.024 -1.163
O 0.106 -1.498 -1.558
C 2.178 -1.726 -3.158
F 1.836 -0.788 -4.050
F 3.512 -1.813 -3.168
F 1.707 -2.890 -3.629
O -1.048 0.502 0.283
N -1.738 0.220 -0.789
C -2.616 -0.795 -0.747
C -3.452 -1.065 -1.797
C -3.354 -0.279 -2.953
C -2.412 0.711 -3.012
C -1.573 0.985 -1.917
S -0.433 2.215 -1.904
H -2.585 -1.364 0.172
H -4.169 -1.867 -1.719
H -4.018 -0.450 -3.785
H -2.291 1.330 -3.888
*
```

---

C12H8IN3O14P2Ru as an isolated structure. Source: the Open Molecules 2025 dataset; level of theory: the ωB97M-V functional and the def2-TZVPD basis.

Values from the calculation:
- Kohn-Sham gap (spin up / spin down): 0.2730 / 0.2559 Eh
- ⟨S²⟩: 8.7626

```
! wB97M-V def2-TZVPD RIJCOSX def2/J DEFGRID3
* xyz -1 6
Ru -0.015 -1.251 0.631
O -1.030 -3.606 1.385
P -2.262 -2.670 0.867
O -3.501 -3.352 0.467
O -0.493 -1.655 -2.072
O -2.460 -1.666 2.128
P -1.405 -0.941 3.168
O -2.453 -0.152 4.080
O -0.648 -1.948 3.923
O -0.622 0.044 2.286
H -0.840 -4.244 0.669
H -2.952 0.484 3.553
O -0.681 -3.880 -1.638
C -0.038 -2.864 -1.512
O 1.029 -2.604 -0.841
C -1.839 -1.382 -2.161
C -2.662 -2.003 -3.038
C -4.009 -1.616 -3.057
C -4.500 -0.673 -2.200
C -3.636 -0.055 -1.303
C -2.258 -0.359 -1.243
O -1.389 0.179 -0.465
N -4.258 0.889 -0.361
O -3.588 1.320 0.555
O -5.448 1.126 -0.497
N -4.919 -2.253 -4.010
O -6.101 -1.968 -3.957
O -4.474 -3.157 -4.695
H -2.297 -2.780 -3.693
H -5.547 -0.415 -2.206
I 2.616 -1.398 2.056
C 2.259 0.540 1.369
C 2.737 1.648 2.044
C 2.332 2.887 1.577
C 1.491 2.969 0.481
C 1.076 1.799 -0.127
N 1.466 0.594 0.304
H 3.369 1.541 2.912
H 2.658 3.786 2.086
H 1.137 3.922 0.112
H 0.394 1.791 -0.965
*
```

---

One molecule with the formula C12H8N2OS. Source: the Open Molecules 2025 dataset; level of theory: the ωB97M-V functional and the def2-TZVPD basis.

Values from the calculation:
- Structure (SMILES): O=c1nc[nH]c2scc(-c3ccccc3)c12
- Kohn-Sham gap: 0.3359 Eh
- ΔE to the lowest compared entry with this formula, charge and spin: 0.00 kcal/mol

```
! wB97M-V def2-TZVPD RIJCOSX def2/J DEFGRID3
* xyz 0 1
O -0.550 -2.250 -0.497
C -0.626 -2.010 0.708
N -0.778 -3.185 1.485
C -0.796 -3.031 2.791
N -0.378 -1.832 3.363
C -0.161 -0.649 2.600
S 0.408 0.939 3.187
C 0.544 1.498 1.530
C 0.069 0.591 0.629
C 0.277 0.961 -0.806
C -0.730 1.696 -1.395
C -0.744 1.952 -2.731
C 0.363 1.564 -3.521
C 1.323 0.722 -2.927
C 1.368 0.526 -1.560
C -0.390 -0.719 1.276
H -1.053 -3.966 3.303
H -0.622 -1.788 4.326
H 1.081 2.427 1.230
H -1.583 1.897 -0.771
H -1.457 2.707 -3.127
H 0.309 1.859 -4.506
H 2.003 0.110 -3.527
H 2.124 -0.021 -1.060
*
```

---

C12H9F9I2O5PmSTi as an isolated structure. Source: the Open Molecules 2025 dataset; level of theory: the ωB97M-V functional and the def2-TZVPD basis.

Values from the calculation:
- Kohn-Sham gap (spin up / spin down): 0.2210 / 0.2381 Eh
- ⟨S²⟩: 9.1903

```
! wB97M-V def2-TZVPD RIJCOSX def2/J DEFGRID3
* xyz 4 6
I 0.075 1.167 -3.739
I -2.515 2.599 -2.096
Pm -1.346 1.623 0.786
Ti 0.844 0.337 -1.331
S -1.114 -0.609 -0.716
C 1.229 -1.707 -1.672
C 2.550 -0.086 -0.020
C -2.389 -1.798 -1.909
C -3.597 -0.927 -2.150
C -2.683 -3.032 -1.080
C -1.585 -2.110 -3.146
C 0.310 0.680 2.513
C -1.754 -0.862 1.999
O 3.370 -0.703 0.511
O 1.354 -2.860 -1.583
O 0.888 0.025 3.266
O -1.630 -1.972 2.294
H -4.331 -1.450 -2.787
H -3.311 0.011 -2.654
H -4.080 -0.649 -1.208
H -3.252 -3.745 -1.691
H -3.269 -2.796 -0.184
H -1.750 -3.529 -0.766
H -2.172 -2.783 -3.792
H -0.649 -2.613 -2.896
H -1.342 -1.197 -3.709
F 1.166 3.179 2.645
C 2.134 2.911 1.705
F 3.144 3.783 1.907
F 2.595 1.659 1.982
C 1.603 2.971 0.259
O 0.726 1.905 -0.086
C 0.786 4.275 0.180
F 1.350 5.315 0.798
F 0.526 4.600 -1.102
F -0.482 4.077 0.791
C 2.873 3.017 -0.621
F 3.300 4.297 -0.721
F 3.885 2.249 -0.141
F 2.590 2.548 -1.872
*
```

---

One molecule with the formula C12H9FN2O. Source: the Open Molecules 2025 dataset; level of theory: the ωB97M-V functional and the def2-TZVPD basis.

Values from the calculation:
- Structure (SMILES): O=C(Nc1cccnc1)c1cccc(F)c1
- Kohn-Sham gap: 0.3468 Eh

```
! wB97M-V def2-TZVPD RIJCOSX def2/J DEFGRID3
* xyz 0 1
O 3.075 1.304 -0.023
C 1.929 0.924 -0.129
N 1.212 1.192 -1.262
C -0.015 0.687 -1.690
C -0.466 -0.593 -1.370
C -1.699 -1.002 -1.847
C -2.432 -0.129 -2.638
N -1.994 1.070 -2.978
C -0.823 1.465 -2.524
C 1.219 0.214 0.975
C 1.872 -0.813 1.650
C 1.256 -1.451 2.712
C -0.005 -1.060 3.126
C -0.628 -0.018 2.461
F -1.850 0.379 2.868
C -0.041 0.629 1.392
H 1.668 1.841 -1.893
H 0.141 -1.256 -0.772
H -2.075 -1.986 -1.616
H -3.403 -0.401 -3.027
H -0.504 2.453 -2.833
H 2.861 -1.102 1.329
H 1.763 -2.254 3.226
H -0.503 -1.540 3.954
H -0.558 1.445 0.910
*
```

---

C13H10AuF5N as an isolated structure. Source: the Open Molecules 2025 dataset; level of theory: the ωB97M-V functional and the def2-TZVPD basis.

Values from the calculation:
- Kohn-Sham gap (spin up / spin down): 0.1358 / 0.2238 Eh
- ΔE to the lowest compared entry with this formula, charge and spin: 36.54 kcal/mol
- ⟨S²⟩: 2.0261

```
! wB97M-V def2-TZVPD RIJCOSX def2/J DEFGRID3
* xyz -1 3
C -0.635 1.228 -3.379
C 0.686 0.990 -3.787
C 1.603 1.506 -2.882
C 0.859 2.131 -1.760
C -0.626 1.906 -2.139
Au 0.186 0.364 -0.539
N -1.102 -2.545 -0.601
C -0.650 -3.791 -0.885
C 0.251 -2.278 -0.922
H 2.702 1.456 -2.917
H 0.967 0.508 -4.734
H 1.212 2.948 -1.107
H -1.422 2.431 -1.630
H -1.532 0.973 -3.916
H 0.249 -1.960 -2.034
H -1.047 -4.214 -1.776
H -1.224 -2.524 0.458
H 1.114 -2.176 -0.330
H -0.276 -4.598 -0.156
F 0.627 -1.770 1.868
C 0.228 -0.544 2.385
C -0.113 0.480 1.526
C -0.535 1.703 2.100
F -0.862 2.780 1.333
C -0.540 1.892 3.489
F -0.848 3.108 4.029
C -0.137 0.828 4.316
F -0.045 1.004 5.651
C 0.239 -0.411 3.760
F 0.670 -1.427 4.577
*
```

---

C13H10AuF5O2PS7 as an isolated structure. Source: the Open Molecules 2025 dataset; level of theory: the ωB97M-V functional and the def2-TZVPD basis.

Values from the calculation:
- Kohn-Sham gap (spin up / spin down): 0.2037 / 0.2079 Eh
- ΔE to the lowest compared entry with this formula, charge and spin: 8.63 kcal/mol
- ⟨S²⟩: 0.7561

```
! wB97M-V def2-TZVPD RIJCOSX def2/J DEFGRID3
* xyz -2 2
Au 0.304 0.048 -0.024
C -5.344 -1.778 -2.003
C -5.194 -1.232 -0.591
O -4.490 0.004 -0.553
P -2.894 0.141 -0.879
S -2.025 -1.519 -0.202
S -2.427 1.953 -0.291
O -2.848 0.029 -2.513
C -3.046 1.163 -3.350
C -4.519 1.432 -3.615
H -5.921 -2.705 -1.988
H -4.358 -1.972 -2.420
H -5.855 -1.047 -2.631
H -4.678 -1.961 0.040
H -6.173 -1.005 -0.159
H -2.525 0.935 -4.281
H -2.588 2.037 -2.879
H -4.989 0.562 -4.076
H -4.628 2.290 -4.281
H -5.021 1.654 -2.673
S 5.211 -0.063 5.476
C 4.104 -0.288 4.231
S 4.587 0.008 2.560
C 2.981 -0.037 1.870
C 1.948 0.006 2.754
S 0.271 0.069 2.371
S 2.396 0.098 4.444
S 2.864 -0.046 0.156
F 0.678 2.462 -2.297
C 0.612 1.250 -2.879
C 0.543 0.100 -2.115
C 0.597 -1.089 -2.826
F 0.660 -2.263 -2.176
C 0.612 -1.144 -4.210
F 0.653 -2.325 -4.862
C 0.599 0.031 -4.936
F 0.563 0.000 -6.284
C 0.636 1.239 -4.266
F 0.667 2.385 -4.978
*
```

---

C13H10GdIN4P as an isolated structure. Source: the Open Molecules 2025 dataset; level of theory: the ωB97M-V functional and the def2-TZVPD basis.

Values from the calculation:
- Kohn-Sham gap (spin up / spin down): 0.1565 / 0.2154 Eh
- ⟨S²⟩: 15.9103

```
! wB97M-V def2-TZVPD RIJCOSX def2/J DEFGRID3
* xyz 3 8
N 5.276 -0.094 3.230
P 3.866 -0.813 2.776
C 3.286 -0.182 1.027
C 4.463 0.308 -0.017
C 4.053 0.905 -1.515
C 2.433 0.959 -1.849
C 1.252 0.438 -0.794
N -0.178 0.510 -1.245
C -1.163 0.057 -0.204
C -2.772 0.123 -0.633
C -3.406 1.580 -1.127
C -5.001 1.580 -1.593
C -5.788 0.147 -1.493
N -5.248 -1.177 -1.033
C -3.795 -1.157 -0.650
C -0.674 -0.461 1.259
I -2.281 -1.027 2.700
N 0.732 -0.608 1.768
C 1.651 -0.133 0.677
H 6.012 -0.811 3.410
H 4.053 -2.261 2.803
H 2.855 -0.425 3.739
H 5.619 0.295 0.220
H 4.821 1.299 -2.307
H 2.107 1.400 -2.899
H -2.803 2.580 -1.201
H -5.567 2.541 -1.999
H -6.938 0.165 -1.816
H -3.325 -2.200 -0.306
Gd -3.538 -3.538 -0.928
*
```

---

C13H10I2N3O2PtS as an isolated structure. Source: the Open Molecules 2025 dataset; level of theory: the ωB97M-V functional and the def2-TZVPD basis.

Values from the calculation:
- Kohn-Sham gap: 0.2323 Eh
- ΔE to the lowest compared entry with this formula, charge and spin: 0.00 kcal/mol

```
! wB97M-V def2-TZVPD RIJCOSX def2/J DEFGRID3
* xyz -1 1
Pt -0.978 -0.304 -0.518
I -0.697 5.019 -0.949
C 0.756 3.541 -0.801
C 2.103 3.901 -0.724
C 3.099 2.961 -0.633
I 5.077 3.606 -0.467
C 2.771 1.582 -0.632
C 3.699 0.521 -0.557
C 3.262 -0.772 -0.588
C 1.891 -1.038 -0.695
N 0.999 -0.073 -0.764
C 1.408 1.232 -0.716
C 0.338 2.206 -0.767
O -0.872 1.815 -0.797
H 2.358 4.952 -0.735
H 4.753 0.747 -0.473
H 3.953 -1.601 -0.528
H 1.515 -2.049 -0.743
N -4.665 -1.772 0.455
C -3.365 -1.564 0.201
O -3.004 -0.453 -0.239
C -2.363 -2.627 0.466
C -1.064 -2.318 -0.298
H -5.273 -0.970 0.455
H -4.927 -2.575 0.997
H -2.789 -3.620 0.285
H -2.184 -2.549 1.545
H -1.058 -2.811 -1.277
H -0.237 -2.723 0.290
S -2.576 -1.394 3.904
C -1.367 -0.684 2.990
N -0.562 -0.187 2.308
*
```

---

C13H10N2O4Pt as an isolated structure. Source: the Open Molecules 2025 dataset; level of theory: the ωB97M-V functional and the def2-TZVPD basis.

Values from the calculation:
- Kohn-Sham gap (spin up / spin down): 0.2566 / 0.2239 Eh
- ⟨S²⟩: 6.0439

```
! wB97M-V def2-TZVPD RIJCOSX def2/J DEFGRID3
* xyz 2 5
Pt 1.223 -0.663 -1.011
O -2.275 -2.060 1.378
C -1.188 -1.623 0.818
O -1.068 -1.313 -0.356
C -0.009 -1.558 1.742
C -0.052 -1.653 3.125
C 1.154 -1.619 3.814
C 2.354 -1.570 3.113
C 2.303 -1.504 1.730
N 1.137 -1.449 1.089
C 3.439 -1.544 0.751
O 4.654 -1.781 1.109
O 3.178 -1.399 -0.441
H -3.020 -2.148 0.763
H -0.997 -1.754 3.640
H 1.161 -1.660 4.895
H 3.293 -1.573 3.652
H 4.811 -1.938 2.051
N 0.252 0.621 -2.047
C -0.668 1.478 -2.345
C -0.536 2.878 -1.990
C -1.543 3.749 -2.266
C -2.715 3.318 -2.914
C -2.836 1.979 -3.331
C -1.849 1.076 -3.085
H 0.381 3.190 -1.509
H -1.435 4.792 -1.997
H -3.518 4.016 -3.105
H -3.724 1.664 -3.861
H -1.906 0.047 -3.412
*
```

---

C13H10N3O4PtS as an isolated structure. Source: the Open Molecules 2025 dataset; level of theory: the ωB97M-V functional and the def2-TZVPD basis.

Values from the calculation:
- Kohn-Sham gap (spin up / spin down): 0.3209 / 0.2592 Eh
- ⟨S²⟩: 6.0127

```
! wB97M-V def2-TZVPD RIJCOSX def2/J DEFGRID3
* xyz 3 5
Pt -0.757 -0.048 -0.162
O -1.767 2.790 2.932
C -1.603 1.944 1.972
O -0.511 1.567 1.545
C -2.888 1.438 1.378
C -4.153 1.818 1.807
C -5.260 1.292 1.155
C -5.080 0.420 0.086
C -3.787 0.096 -0.279
N -2.724 0.586 0.364
C -3.365 -0.798 -1.432
O -4.317 -1.307 -2.128
O -2.178 -0.999 -1.670
H -0.927 3.114 3.308
H -4.261 2.512 2.631
H -6.258 1.567 1.471
H -5.927 0.008 -0.449
N 5.985 -2.236 -0.720
C 5.379 -1.238 -1.302
S 6.086 -0.226 -2.447
C 3.943 -0.961 -0.985
C 2.994 -1.971 -1.124
C 1.671 -1.677 -0.851
N 1.277 -0.455 -0.457
C 2.189 0.516 -0.313
C 3.535 0.306 -0.574
H 6.946 -2.485 -0.935
H 5.532 -2.773 0.010
H 3.255 -2.964 -1.465
H 0.905 -2.435 -0.957
H 1.832 1.481 0.025
H 4.234 1.119 -0.436
*
```

---

C13H10N4O6RuSe as an isolated structure. Source: the Open Molecules 2025 dataset; level of theory: the ωB97M-V functional and the def2-TZVPD basis.

Values from the calculation:
- Kohn-Sham gap (spin up / spin down): 0.3292 / 0.2528 Eh
- ΔE to the lowest compared entry with this formula, charge and spin: 13.80 kcal/mol
- ⟨S²⟩: 8.7619

```
! wB97M-V def2-TZVPD RIJCOSX def2/J DEFGRID3
* xyz -1 6
Ru 1.061 1.153 1.515
O -2.790 3.208 0.894
C -1.824 2.485 0.704
O -0.820 2.319 1.485
C -1.832 1.621 -0.599
C -1.699 0.130 -0.251
C -2.146 -0.722 -1.452
C -0.971 -0.494 -2.436
C -0.040 0.403 -1.598
O -0.279 -0.079 -0.267
C -0.616 1.821 -1.542
C 0.424 2.862 -1.010
O 0.243 4.024 -1.337
O 1.391 2.397 -0.302
H -2.782 1.849 -1.075
H -2.116 -0.159 0.711
H -3.110 -0.400 -1.842
H -2.214 -1.769 -1.157
H -1.276 0.000 -3.357
H -0.477 -1.432 -2.692
H 1.020 0.342 -1.827
H -0.911 2.194 -2.520
Se 2.770 2.204 2.965
C 3.700 0.640 2.973
N 4.340 -0.319 3.032
N 2.179 -2.953 -0.027
C 1.679 -1.962 0.747
O 2.169 -0.817 0.666
C 0.585 -2.298 1.624
C 0.150 -1.232 2.387
N -0.059 -0.225 2.942
C -0.041 -3.554 1.615
N -0.550 -4.590 1.558
H 1.863 -3.901 0.070
H 2.980 -2.748 -0.596
*
```

---

C13H11BN4O2Pt as an isolated structure. Source: the Open Molecules 2025 dataset; level of theory: the ωB97M-V functional and the def2-TZVPD basis.

Values from the calculation:
- Kohn-Sham gap: 0.3002 Eh

```
! wB97M-V def2-TZVPD RIJCOSX def2/J DEFGRID3
* xyz 0 1
Pt -0.001 -0.241 -0.270
O -1.464 -2.232 2.881
C -1.229 -1.694 1.832
N 0.001 -1.473 1.234
C 1.230 -1.693 1.832
O 1.465 -2.230 2.882
C 2.354 -1.117 0.969
C 3.668 -1.147 1.378
C 4.634 -0.632 0.526
C 4.260 -0.155 -0.723
C 2.922 -0.154 -1.070
N 1.992 -0.606 -0.226
C -2.353 -1.120 0.968
C -3.668 -1.152 1.377
C -4.634 -0.638 0.525
C -4.261 -0.161 -0.724
C -2.923 -0.158 -1.071
N -1.993 -0.608 -0.227
H 3.897 -1.569 2.346
H 5.671 -0.602 0.831
H 4.992 0.225 -1.421
H 2.568 0.207 -2.025
H -3.896 -1.575 2.345
H -5.671 -0.609 0.830
H -4.993 0.219 -1.422
H -2.569 0.203 -2.026
B 0.002 3.993 -2.003
C -0.004 2.432 -1.785
N -0.007 1.281 -1.644
H -0.038 4.466 -0.886
H -0.981 4.269 -2.654
H 1.031 4.269 -2.578
*
```